115
Properties=species:S:1:pos:R:3 method="wB97M-V/def2-TZVPD" gap_ev=4.056 lumo_ev=-1.44 homo_energy_ev=-5.5 charge=0
Ba 0.5303 0.3204 0.2401
C 7.1411 0.8181 -3.8282
C 6.0303 0.4612 -2.8851
C 5.6596 -0.8174 -2.6406
C 4.6504 -1.1175 -1.6661
C 4.2858 -2.3904 -1.2677
N 4.2975 -3.5289 -1.9848
C 3.6828 -3.7367 -3.3168
C 3.7030 -2.5791 -4.3159
C 2.4073 -2.4551 -5.1103
N 1.4841 -1.5112 -4.4730
C 0.4092 -1.0782 -5.1044
C -0.4090 -0.0240 -4.7281
C -1.4925 0.3140 -5.5959
C -2.2466 1.4225 -5.4021
C -3.3957 1.7996 -6.2908
C -1.8859 2.2544 -4.3052
C -0.9052 1.9686 -3.3999
C -0.7218 2.9564 -2.3235
N -0.2729 2.7447 -1.1642
C -0.2733 3.9138 -0.2624
C 0.7150 3.7918 0.8937
C 2.1787 3.7558 0.5147
N 2.5855 2.4829 -0.0715
C 3.7017 2.4878 -0.6652
C 4.3551 1.3098 -1.2686
C 5.3378 1.5091 -2.1843
C 3.9571 -0.0545 -0.9463
O 3.0221 -0.3486 -0.1874
C -0.1184 0.7548 -3.5417
O 0.7558 0.3936 -2.7158
H 7.5429 -0.0728 -4.3089
H 7.9585 1.3150 -3.3023
H 6.7948 1.5007 -4.6068
H 6.1768 -1.6366 -3.1276
H 3.9455 -2.4830 -0.2381
H 4.1411 -4.3461 -1.4109
H 2.6396 -4.0077 -3.1180
H 4.1605 -4.6136 -3.7535
H 4.5380 -2.7006 -5.0050
H 3.8592 -1.6289 -3.8165
H 1.9132 -3.4240 -5.2259
H 2.6313 -2.0842 -6.1119
H 1.7150 -0.9932 -3.6172
H 0.1781 -1.5923 -6.0348
H -1.6940 -0.3373 -6.4409
H -3.5067 1.0848 -7.1049
H -3.2506 2.7902 -6.7256
H -4.3326 1.8220 -5.7313
H -2.4419 3.1777 -4.1630
H -1.0668 3.9645 -2.5954
H -1.2791 4.0034 0.1575
H -0.0749 4.8282 -0.8361
H 0.4822 2.9348 1.5317
H 0.5638 4.6575 1.5439
H 2.7633 3.8912 1.4283
H 2.4233 4.5874 -0.1608
H 4.2680 3.4236 -0.7782
H 5.6155 2.5353 -2.4092
C -2.2981 -0.9437 -1.8144
O -2.0774 -0.6649 -0.4512
Si -3.3836 -0.1608 0.5465
C -3.6490 1.6230 -0.0510
C -4.8628 -1.1030 -0.1635
C -2.9123 -0.4155 2.2332
Si -2.9595 1.0121 3.3612
C -4.7064 1.7045 3.6285
C -1.9084 2.4778 2.8007
C -2.3179 0.6746 5.0999
Si -3.1745 -2.0337 3.0064
C -1.8643 -2.5790 4.2580
C -3.2874 -3.4941 1.7890
C -4.8013 -2.1865 3.9704
H -3.0176 -1.7602 -1.9408
H -1.3569 -1.2555 -2.2632
H -2.6796 -0.0701 -2.3552
H -4.1828 1.6427 -1.0046
H -2.6881 2.1263 -0.2031
H -4.2262 2.2149 0.6594
H -5.2402 -0.6427 -1.0798
H -5.6739 -1.1027 0.5682
H -4.6263 -2.1417 -0.3946
H -5.1462 2.0671 2.6968
H -4.7056 2.5373 4.3373
H -5.3669 0.9285 4.0224
H -2.0397 2.6971 1.7387
H -0.8550 2.2566 2.9846
H -2.1628 3.3831 3.3594
H -2.9081 -0.0664 5.6431
H -2.3533 1.6045 5.6738
H -1.2783 0.3409 5.0750
H -0.8367 -2.3796 3.9432
H -1.9587 -3.6513 4.4506
H -2.0070 -2.0662 5.2102
H -2.4950 -3.5363 1.0372
H -4.2406 -3.4901 1.2625
H -3.2412 -4.4260 2.3597
H -4.8852 -1.4113 4.7364
H -4.8900 -3.1568 4.4669
H -5.6540 -2.0745 3.2952
N 0.1332 -2.2485 1.3649
C 0.4834 -3.5643 0.8638
C 0.1487 -3.6049 -0.6184
N 0.7661 -2.4653 -1.2967
H 0.3584 -2.0978 2.3442
H -0.8720 -2.1044 1.2878
H -0.0201 -4.3909 1.3788
H 1.5635 -3.7058 0.9918
H -0.9341 -3.5120 -0.7398
H 0.4482 -4.5767 -1.0352
H 0.6352 -2.5133 -2.2970
H 1.7586 -2.4096 -1.0920
F 1.6904 1.8620 4.0157
B 1.6466 0.7618 3.2086
F 2.2810 -0.2669 3.8572

***

77
Properties=species:S:1:pos:R:3 method="wB97M-V/def2-TZVPD" gap_ev=7.700 lumo_ev=-4.18 homo_energy_ev=-11.9 charge=+1
O 2.6247 0.1393 1.0269
O 2.4657 -2.4111 1.2468
C 3.0158 1.1954 0.1428
C 2.1879 2.4643 0.2106
H 2.9712 0.7475 -0.8600
H 4.0755 1.4083 0.3573
H 1.1128 2.2742 0.3015
H 2.3523 3.0323 -0.7089
H 2.5193 3.0914 1.0441
C 2.0425 0.5014 2.3036
C 2.9144 0.0155 3.4226
H 1.0465 0.0298 2.3392
H 1.8983 1.5923 2.3621
H 2.8424 -1.0743 3.5103
H 2.5832 0.4513 4.3724
H 3.9573 0.3068 3.2508
C 1.9791 -3.6112 1.8870
C 3.8266 -2.5375 0.7719
C 1.5188 -3.3025 3.2897
H 2.7786 -4.3723 1.9139
H 1.1555 -3.9903 1.2653
H 2.3798 -3.0980 3.9391
H 1.0005 -4.1820 3.6855
H 0.8313 -2.4474 3.3167
C 4.8009 -2.5479 1.9169
H 3.9850 -1.6804 0.1067
H 3.9066 -3.4630 0.1734
H 4.6653 -1.6552 2.5369
H 5.8204 -2.5472 1.5220
H 4.6689 -3.4470 2.5280
H 1.5163 -1.1453 0.4717
Bi -2.2161 -0.1200 -0.1994
C 0.4863 -1.1612 -0.1694
Si 0.8029 -2.1764 -1.7411
H -0.2273 -1.6268 0.5299
H 0.3162 -0.0947 -0.3619
C 2.3844 -1.5711 -2.5641
C -0.5661 -2.0644 -3.0260
C 1.0160 -4.0111 -1.3849
C -1.8936 1.7759 -1.4326
Si -3.1032 2.1493 -2.8251
H -0.8611 1.7008 -1.8105
H -1.9030 2.5770 -0.6782
C -3.2342 0.6823 -3.9804
C -2.4538 3.6402 -3.7708
C -4.8103 2.5790 -2.1918
H 1.0474 -4.5694 -2.3319
H 0.1768 -4.4026 -0.7974
H 1.9404 -4.2401 -0.8410
H 2.2006 -0.6354 -3.1089
H 2.7398 -2.3179 -3.2890
H 3.1973 -1.3899 -1.8518
H -0.9295 -1.0401 -3.1777
H -1.4151 -2.7077 -2.7547
H -0.1800 -2.4237 -3.9931
H -1.4010 3.5023 -4.0492
H -2.5270 4.5519 -3.1624
H -3.0311 3.8009 -4.6915
H -4.7716 3.1888 -1.2786
H -5.4134 1.6866 -1.9714
H -5.3385 3.1637 -2.9608
H -3.9116 0.9353 -4.8099
H -3.6454 -0.2004 -3.4707
H -2.2588 0.4177 -4.4109
O -6.1864 1.0179 0.8584
C -4.9764 0.8819 0.7546
O -4.4063 0.0428 -0.1119
C -4.0316 1.7312 1.5552
C -4.4474 2.8994 2.1594
C -3.4925 3.7414 2.7298
C -2.1516 3.3473 2.7072
C -1.7913 2.1344 2.1378
N -2.7204 1.3453 1.5214
H -5.5188 3.1030 2.1362
H -3.7977 4.6854 3.1780
H -1.3702 3.9780 3.1330
H -0.7689 1.7563 2.1511

***

111
Properties=species:S:1:pos:R:3 method="wB97M-V/def2-TZVPD" s2=0.7785 gap_ev="2.512 / 4.784" lumo_ev="3.25 / 3.25" homo_energy_ev="0.7 / -1.5" multiplicity=2 charge=-2
Cs 0.5981 -0.2059 -1.7587
N -2.4933 -0.9388 -5.7439
C -1.8711 -0.3864 -4.5923
S -2.1076 -1.2940 -3.1258
N -1.2598 0.7252 -4.8274
N -0.4712 1.2941 -3.8620
C -0.0895 2.5560 -4.1105
C -0.4929 3.2830 -5.3528
C -1.1524 4.5134 -5.2855
C -1.5312 5.1998 -6.4348
C -1.2700 4.6627 -7.6880
C -0.6293 3.4302 -7.7732
C -0.2508 2.7484 -6.6249
C 0.7571 3.2299 -3.1703
C 1.4107 4.4575 -3.5038
C 2.2585 5.0508 -2.6114
C 2.4991 4.4343 -1.3623
C 1.8632 3.2305 -1.1239
N 1.0147 2.6291 -1.9559
H -3.2898 -1.5062 -5.5089
H -2.6723 -0.2354 -6.4469
H -1.3683 4.9325 -4.3092
H -2.0397 6.1550 -6.3481
H -1.5602 5.1967 -8.5865
H -0.4248 2.9950 -8.7469
H 0.2461 1.7915 -6.6948
H 1.2566 4.8995 -4.4777
H 2.7701 5.9705 -2.8784
H 3.2030 4.8417 -0.6483
H 2.0658 2.6968 -0.1950
O -0.2842 -1.2151 0.6627
S -1.5714 -1.7712 1.1742
C -2.0877 -3.1248 0.0530
C -1.2031 -4.3695 0.0293
C 0.2152 -4.1298 -0.5040
C 0.2255 -3.9827 -2.0191
S 1.8227 -3.3627 -2.6753
O 2.0882 -2.0723 -1.9817
C 2.8468 -4.5803 -1.8430
C 2.8397 -5.9074 -2.2449
C 3.6415 -6.8240 -1.5807
C 4.4619 -6.4058 -0.5395
C 4.4790 -5.0710 -0.1642
C 3.6677 -4.1498 -0.8168
C -1.1587 -2.7933 2.5882
C -2.1509 -3.4840 3.2687
C -1.8195 -4.2140 4.3989
C -0.5054 -4.2406 4.8519
C 0.4754 -3.5387 4.1683
C 0.1493 -2.8061 3.0322
H -2.1576 -2.6372 -0.9260
H -3.1038 -3.3671 0.3816
H -1.6956 -5.1273 -0.5884
H -1.1317 -4.7786 1.0370
H 0.8485 -4.9714 -0.2187
H 0.6374 -3.2337 -0.0440
H -0.5328 -3.2699 -2.3751
H 0.0803 -4.9431 -2.5250
H 2.2058 -6.2253 -3.0666
H 3.6267 -7.8669 -1.8726
H 5.0980 -7.1193 -0.0285
H 5.1257 -4.7350 0.6377
H 3.6619 -3.1002 -0.5379
H -3.1762 -3.4489 2.9145
H -2.5874 -4.7595 4.9343
H -0.2490 -4.8056 5.7403
H 1.5023 -3.5597 4.5139
H 0.9055 -2.2573 2.4800
C -2.5391 1.6255 0.1222
Si -2.0253 2.0508 1.8763
C -2.6326 3.8095 2.1800
C -2.9399 1.0168 3.1616
C -4.2887 0.6913 2.9869
C -5.0054 0.0279 3.9742
C -4.3819 -0.3325 5.1632
C -3.0420 -0.0315 5.3520
C -2.3314 0.6340 4.3584
H -3.6092 1.8177 -0.0181
H -2.3531 0.5988 -0.2327
H -1.9847 2.2653 -0.5752
H -3.7053 3.8860 1.9690
H -2.1044 4.5111 1.5239
H -2.4722 4.1219 3.2164
H -4.7810 0.9555 2.0543
H -6.0527 -0.2081 3.8212
H -4.9357 -0.8605 5.9311
H -2.5461 -0.3240 6.2710
H -1.2789 0.8557 4.5108
Cl 4.5183 1.5942 -3.5724
Ge 3.8933 0.3743 -1.7545
Cl 5.7046 -1.0620 -1.8083
Cl 4.9261 1.9029 -0.1177
N 3.5503 -0.2629 1.5007
C 3.0819 -1.2814 1.7960
H 4.0304 0.5852 1.1206
C 2.3063 3.6703 3.0435
Ge 0.7626 2.6280 3.6448
C -0.3244 3.8141 4.7913
C 1.3989 1.1946 4.8297
C -0.1825 1.9066 2.0815
H 2.7157 4.2675 3.8645
H 2.0176 4.3429 2.2340
H 3.0941 3.0118 2.6656
H 0.2555 4.0746 5.6806
H -1.2463 3.3193 5.1122
H -0.5878 4.7352 4.2670
H 2.0701 1.6095 5.5860
H 1.9486 0.4466 4.2531
H 0.5746 0.6883 5.3422
H 0.0822 0.8409 2.0286
H 0.2606 2.3794 1.1979

***

74
Properties=species:S:1:pos:R:3 method="wB97M-V/def2-TZVPD" s2=3.7674 gap_ev="5.641 / 5.930" lumo_ev="2.25 / 2.24" homo_energy_ev="-3.4 / -3.7" multiplicity=4 charge=-1
Co -0.0302 -0.0160 -0.1395
C -2.3875 0.0869 -3.6344
C -1.2185 -0.8554 -3.3355
C 0.1288 -0.1429 -3.2058
N 0.3324 0.4944 -1.9243
C 1.4638 1.1932 -1.7569
C 2.5909 1.0094 -2.5625
C 3.7392 1.7772 -2.7293
C 4.0030 3.0499 -2.2253
C 3.2592 3.7462 -1.2980
C 2.1705 3.3041 -0.5339
C 1.4193 2.1284 -0.6038
N 0.5352 1.7873 0.3244
C 0.6213 2.4699 1.5966
C -0.0582 1.7465 2.7644
C 0.2724 0.2486 2.7502
N -0.4752 -0.3361 1.6750
C -1.7021 -0.7603 1.8269
C -2.3779 -0.8916 3.0604
C -3.5684 -1.5320 3.3505
C -4.3799 -2.2993 2.5298
C -4.2712 -2.4499 1.1500
C -3.4650 -1.7492 0.2815
C -2.4271 -0.8319 0.5424
N -2.0173 0.1022 -0.2976
C -2.9197 0.7485 -1.2182
C -3.4267 0.0983 -2.5223
H -2.8805 -0.2111 -4.5651
H -2.0142 1.1023 -3.7794
H -1.1306 -1.5989 -4.1335
H -1.4050 -1.3916 -2.4073
H 0.2115 0.6367 -3.9804
H 0.9045 -0.9016 -3.4232
H 2.5842 0.1029 -3.1630
H 4.4859 1.3639 -3.4010
H 4.8909 3.5466 -2.6049
H 3.6059 4.7475 -1.0609
H 1.8591 4.0108 0.2254
H 0.1688 3.4710 1.5085
H 1.6849 2.5935 1.8598
H -1.1425 1.8662 2.7050
H 0.2944 2.2095 3.6915
H 0.0556 -0.2205 3.7165
H 1.3374 0.1299 2.5475
H -1.8940 -0.4242 3.9070
H -3.8853 -1.4724 4.3869
H -5.1984 -2.8267 3.0052
H -4.9734 -3.1410 0.6903
H -3.6398 -1.9393 -0.7676
H -2.4131 1.6727 -1.5099
H -3.8136 1.0247 -0.6370
H -4.2806 0.6982 -2.8527
H -3.7989 -0.9121 -2.3592
O -0.1489 -1.9992 -0.6472
S 1.2152 -2.0399 -1.1875
C 1.2114 -3.7036 -2.1332
C 2.2645 -4.6342 -1.5314
C 3.2053 -3.7803 -0.6752
C 2.2533 -2.8907 0.0794
H 1.4233 -3.4676 -3.1740
H 0.2071 -4.1084 -2.0603
H 2.8132 -5.1758 -2.3055
H 1.7779 -5.3647 -0.8811
H 3.8541 -3.1712 -1.3120
H 3.8321 -4.3900 -0.0220
H 3.7297 -1.5010 0.4717
H 1.5796 -3.4388 0.7414
O 1.9742 -0.6691 0.3005
N 2.7736 -1.7202 0.7890
C 2.8664 -1.9334 2.2229
C 1.8689 -2.6295 2.8728
N 1.0596 -3.2625 3.4073
C 4.0510 -1.6001 2.8337
N 5.0822 -1.3532 3.3048

***

The relative energy (zero: lowest compared OMol25 entry of this formula, charge and spin) results, record by record, are as follows: 0.0, 5.8, 32.9, 80.6 kcal per mole.
The electronic energy results, record by record, are as follows: -83881.3527, -54845.8180, -247477.9021, -93607.5097 eV.